No. 1
An isolated molecule of C2H3NP2 in a non-equilibrium geometry, computed with the ωB97M-V functional and the def2-TZVPD basis.

Geometry as XYZ:
```
8
Properties=species:S:1:pos:R:3:forces:R:3
C 0.340 0.214 2.486 0.49 0.06 -1.39
C 0.188 -0.205 0.112 -1.11 0.47 -2.39
N 0.150 -0.013 1.344 0.35 1.41 4.97
P -0.672 0.791 -1.059 0.24 -0.26 -0.40
P 0.095 -0.246 -2.614 -1.58 1.19 -2.07
H 0.149 0.136 3.512 -0.64 -0.15 0.77
H 0.537 -1.160 -0.076 0.92 -1.78 -1.06
H -0.787 0.483 -3.704 1.33 -0.95 1.58
```
Forces are in eV/Å.

- relative energy (zero: lowest compared OMol25 entry of this formula, charge and spin) (kJ/mol) = 276.5
- HOMO energy (eV) = -7.49
- spin multiplicity = 1
- LUMO (eV) = -0.6


No. 2
A 2-piece molecular cluster, C2H3NS overall in a non-equilibrium geometry, computed with the ωB97M-V functional and the def2-TZVPD basis.

Geometry as XYZ:
```
7
Properties=species:S:1:pos:R:3:forces:R:3
C 1.101 -0.056 0.345 0.97 0.28 -0.95
C 1.499 -0.736 -0.568 -0.07 -0.60 1.22
H 0.738 0.754 0.934 0.57 -0.27 0.19
H 1.774 -1.610 -1.118 0.09 0.37 -0.31
N -1.324 0.357 -0.054 0.87 -0.12 0.27
S -2.782 0.582 -0.402 -1.63 0.35 -0.17
H -1.006 0.708 0.863 -0.80 -0.01 -0.23
```
Forces are in eV/Å.

- SMILES string = C#C.N=S
- relative energy (zero: lowest compared OMol25 entry of this formula, charge and spin) (kJ/mol) = 432.7
- HOMO energy (spin up / spin down) (eV) = -8.48 / -8.48
- spin multiplicity = 1
- LUMO (spin up / spin down) (eV) = -1.1 / -1.1


No. 3
C2H3NS2 as an isolated structure in a non-equilibrium geometry, computed with the ωB97M-V functional and the def2-TZVPD basis.

Geometry as XYZ:
```
8
Properties=species:S:1:pos:R:3:forces:R:3
C -0.091 -1.139 0.095 0.23 -1.27 1.25
C 0.439 1.335 -0.069 -0.96 -0.32 -0.37
H -0.067 -1.298 1.195 -0.05 -0.22 -0.62
H -0.240 -2.078 -0.446 0.62 -0.01 0.17
H 0.949 2.289 0.062 0.09 -0.36 -0.10
N -0.841 1.296 -0.129 1.41 1.07 0.49
S 1.335 -0.203 -0.361 0.56 0.87 -0.14
S -1.485 -0.202 -0.347 -1.90 0.24 -0.68
```
Forces are in eV/Å.

- relative energy (zero: lowest compared OMol25 entry of this formula, charge and spin) (kJ/mol) = 27.3
- HOMO energy (eV) = -8.42
- spin multiplicity = 1
- LUMO (eV) = 0.7


No. 4
C2H3NS2 as an isolated structure in a non-equilibrium geometry, computed with the ωB97M-V functional and the def2-TZVPD basis.

Geometry as XYZ:
```
8
Properties=species:S:1:pos:R:3:forces:R:3
C -0.361 -0.922 -0.437 3.09 2.17 1.25
C 0.476 1.242 0.635 2.32 0.58 -3.43
N -0.649 -1.988 -0.913 0.73 -0.93 -0.83
S 1.590 -0.125 -0.124 -3.11 -0.30 -0.04
S -1.099 0.467 0.326 -0.66 0.57 0.25
H 0.847 1.369 1.600 -0.27 -0.07 2.00
H 0.755 2.242 0.088 -1.20 -1.92 0.69
H -1.559 -2.286 -1.175 -0.89 -0.10 0.12
```
Forces are in eV/Å.

- relative energy (zero: lowest compared OMol25 entry of this formula, charge and spin) (kJ/mol) = 119.9
- HOMO energy (eV) = -9.12
- spin multiplicity = 1
- LUMO (eV) = -0.1


No. 5
An isolated molecule of C2H3NS2 in a non-equilibrium geometry, computed with the ωB97M-V functional and the def2-TZVPD basis.

Geometry as XYZ:
```
8
Properties=species:S:1:pos:R:3:forces:R:3
H -2.039 0.557 -1.096 0.22 0.56 -1.83
N -2.087 0.189 -0.184 3.46 -0.12 1.53
C -0.907 0.019 0.378 -1.31 -0.28 -2.35
C 0.685 0.131 0.134 -2.27 1.62 -0.68
S 1.221 1.664 0.123 0.20 -0.38 -0.14
S 1.625 -1.321 -0.005 -2.07 -1.34 0.88
H -1.149 -0.340 1.298 0.44 -1.19 3.24
H 2.651 -0.899 -0.649 1.32 1.13 -0.64
```
Forces are in eV/Å.

- SMILES string = [H]/N=C\C(=S)S
- relative energy (zero: lowest compared OMol25 entry of this formula, charge and spin) (kJ/mol) = 167.2
- HOMO energy (eV) = -9.07
- spin multiplicity = 1
- LUMO (eV) = -0.8


No. 6
A 2-piece molecular cluster, C2H3NS3 overall in a non-equilibrium geometry, computed with the ωB97M-V functional and the def2-TZVPD basis.

Geometry as XYZ:
```
9
Properties=species:S:1:pos:R:3:forces:R:3
C 1.799 -0.737 -0.101 1.38 -0.48 0.26
C -1.111 1.085 0.803 -0.63 2.46 -2.20
N -0.612 -0.754 -0.775 -0.73 3.01 3.47
S 1.971 0.461 0.873 -0.51 0.34 0.15
S 2.222 -1.999 -0.915 -0.32 -0.22 -0.34
S -0.892 0.821 -0.801 -0.05 -1.56 1.70
H -1.442 2.027 1.242 0.57 -0.03 -0.56
H -1.374 0.236 1.306 -0.09 -2.19 1.50
H -0.561 -1.139 -1.632 0.37 -1.33 -3.98
```
Forces are in eV/Å.

- relative energy (zero: lowest compared OMol25 entry of this formula, charge and spin) (kJ/mol) = 279.6
- HOMO energy (spin up / spin down) (eV) = -8.39 / -8.39
- spin multiplicity = 1
- LUMO (spin up / spin down) (eV) = -0.6 / -0.6